P | The following is a quantum chemistry calculation of a cluster of 3 separate species, C2H9N2O in total, from the OMol25 dataset.

Values from the calculation:
LUMO level in eV: -3.6
Kohn-Sham gap in eV: 11.27
Net charge: +1

Atoms and positions in Å:
O: -1.085 -1.921 1.486
N: 2.414 1.452 -0.450
N: 0.208 0.017 0.085
C: -2.097 0.116 -0.879
C: -0.870 0.200 -0.518
H: 2.970 0.713 -0.247
H: -2.489 -0.504 -1.688
H: 0.204 -0.726 0.731
H: -2.734 0.851 -0.368
H: 1.191 0.393 -0.193
H: 2.800 2.331 -0.151
H: -1.629 -2.751 1.205
H: 2.461 1.601 -1.505
H: -1.345 -1.770 2.490

Mulliken population analysis, charges in e, atoms 1 to 8: atom 1 (O): -0.704, atom 2 (N): -0.871, atom 3 (N): -0.107, atom 4 (C): -0.566, atom 5 (C): 0.511, atom 6 (H): 0.251, atom 7 (H): 0.296, atom 8 (H): 0.316

=====

Q | The following is a quantum chemistry calculation of a cluster of 2 separate species, C2H9N2O in total, from the OMol25 dataset.

Values from the calculation:
LUMO level in eV: -3.3
Kohn-Sham gap in eV: 11.03
Net charge: +1

Atoms and positions in Å:
O: -0.276 -0.116 1.347
N: 1.578 0.233 2.619
N: -0.472 -0.251 -1.199
C: -0.886 0.222 -2.577
C: 0.345 -0.241 2.404
H: -1.864 0.676 -2.518
H: -1.241 -0.148 -0.528
H: -0.115 -0.773 3.237
H: 1.992 0.178 3.533
H: -0.928 -0.623 -3.257
H: -0.234 -1.241 -1.218
H: 0.294 0.304 -0.823
H: 1.971 0.842 1.919
H: -0.164 0.939 -2.941

Mulliken population analysis, charges in e, atoms 1 to 8: atom 1 (O): -0.598, atom 2 (N): -0.305, atom 3 (N): -0.313, atom 4 (C): -0.755, atom 5 (C): 0.102, atom 6 (H): 0.301, atom 7 (H): 0.401, atom 8 (H): 0.344

=====

R | The following is a quantum chemistry calculation of a cluster of 2 separate species, C2H9N2O in total, from the OMol25 dataset.

Values from the calculation:
LUMO level in eV: -4.7
Kohn-Sham gap in eV: 10.33
Net charge: +1

Atoms and positions in Å:
O: -1.248 -2.052 -1.199
N: 0.326 -0.125 0.133
N: 1.003 0.805 2.199
C: 0.187 0.485 -1.186
C: 0.205 0.719 1.161
H: -2.012 -1.473 -1.256
H: 1.862 0.291 2.347
H: -1.503 -2.838 -1.687
H: -0.198 1.716 1.009
H: 1.163 0.813 -1.526
H: 0.964 1.642 2.781
H: -0.566 1.273 -1.078
H: 0.015 -1.086 0.277
H: -0.198 -0.170 -1.976

Mulliken population analysis, charges in e, atoms 1 to 8: atom 1 (O): -0.640, atom 2 (N): -0.144, atom 3 (N): -0.331, atom 4 (C): -0.856, atom 5 (C): 0.176, atom 6 (H): 0.324, atom 7 (H): 0.262, atom 8 (H): 0.314

=====

The structure shown above that is most stable: Q.